DFT (ωB97M-V with the def2-TZVPD basis set) results for a molecular structure, C4H7NO in a non-equilibrium geometry.

```
13
C4H7NO ωB97M-V with the def2-TZVPD basis set
C 1.55953 -0.70539 -0.76654
C 0.74125 -0.10426 0.36660
C -0.68530 0.72007 -0.66636
N -0.63968 -0.13104 0.42928
C -1.63284 0.12460 1.32326
O -2.60355 0.73213 0.91024
H 1.40133 -1.77040 -0.96183
H 2.62424 -0.53294 -0.57162
H 1.34634 -0.14147 -1.67057
H 1.25099 -0.08802 1.35660
H -0.70556 1.79077 -0.55652
H -1.16295 0.28899 -1.55943
H -1.49381 -0.18305 2.36689
```

The calculation puts the energy above the lowest of the compared OMol25 structures with the same formula, charge and spin at 110.8 kcal/mol. The gap between HOMO and LUMO (spin up / spin down) is 8.2677 / 8.2380 eV. The calculation puts the calculated total energy at -7794.84048 eV. The largest force on an atom comes out at 1.37 eV/Å.